No. 1
The following is a DFT calculation (the ωB97M-V functional and the def2-TZVPD basis) of C34H57N3O2SiV as an isolated structure.

* Kohn-Sham gap (spin up / spin down): 7.20 / 8.46 eV
* charge: 0
* multiplicity: 4
* E_HOMO (spin up / spin down): -6.666 / -8.028 eV
* ΔE to the lowest compared entry with this formula, charge and spin: 1.0 kcal/mol
* expectation value of S²: 3.77
* electronic energy: -2877.954879 Eh
* E_LUMO (spin up / spin down): 0.0197 / 0.0157 Ha

The geometry in XYZ format:
```
98
Properties=species:S:1:pos:R:3:forces:R:3
O 2.054584 -2.129488 -3.660658 0.0 -1.1 0.5
O 0.837813 -0.625984 -5.380348 -0.3 0.0 -1.8
C 3.160938 -2.113806 -2.756974 -0.4 0.5 -0.2
C 3.490265 -3.435431 -2.089555 0.1 0.1 0.2
H 2.960846 -1.331879 -2.004510 0.3 -0.2 0.0
H 3.999234 -1.768193 -3.372421 -0.1 -0.1 0.1
H 2.936557 -3.545762 -1.152710 0.0 -0.2 -0.2
H 4.554305 -3.420641 -1.841529 -0.1 -0.1 0.1
H 3.298973 -4.289207 -2.746678 0.0 0.1 0.1
C 0.861700 -2.803125 -3.194108 0.6 0.5 0.3
C 0.411160 -3.769709 -4.247432 -0.4 -0.4 -0.3
H 0.094035 -2.029935 -3.030824 0.1 -0.3 0.0
H 1.042133 -3.303409 -2.227093 0.0 0.2 -0.4
H 0.064488 -3.220055 -5.128721 0.1 -0.2 0.1
H -0.423208 -4.375312 -3.880500 0.0 0.0 0.0
H 1.218930 -4.452090 -4.539029 -0.1 0.2 0.1
C -0.347100 -0.345073 -6.142293 0.4 0.0 0.1
C 1.952655 -0.829853 -6.273008 -0.2 0.5 0.3
C -1.550065 -0.534260 -5.264721 -0.5 -0.1 0.2
H -0.417641 -1.030267 -7.003601 0.0 0.3 0.2
H -0.306322 0.691240 -6.524362 0.0 -0.3 0.1
H -1.715472 -1.592150 -5.026683 0.1 0.2 0.0
H -2.438625 -0.179301 -5.794672 0.0 0.0 0.1
H -1.470279 0.025728 -4.328694 0.1 -0.1 -0.3
C 1.937280 -2.185472 -6.927318 0.2 -0.3 0.0
H 2.848908 -0.703009 -5.663969 -0.2 -0.1 -0.2
H 1.950661 -0.041292 -7.048092 0.0 -0.1 0.3
H 1.973441 -2.968170 -6.161239 0.0 0.2 -0.3
H 2.816719 -2.277139 -7.571996 -0.1 -0.1 0.0
H 1.052298 -2.316752 -7.557603 0.1 -0.1 0.1
H 1.126897 -0.432898 -3.460021 -0.7 2.0 2.0
N -1.042748 -0.327656 1.202756 -1.0 -0.9 1.6
C -1.791817 0.148295 2.229541 1.1 -1.0 -0.8
C -2.466239 1.363230 2.164020 -0.6 0.3 0.4
C -2.586822 2.162502 1.025850 0.7 0.0 -1.1
C -1.905554 -0.678780 3.488085 -0.3 0.2 0.4
H -0.924601 -0.892903 3.936003 -0.2 0.0 -0.3
H -2.423536 -1.636601 3.324153 0.3 0.3 -0.1
H -2.487160 -0.116484 4.228423 0.1 -0.2 -0.1
C -3.611099 3.255708 0.930008 -0.4 0.1 0.5
H -4.244813 3.154995 0.036220 0.3 -0.1 0.2
H -3.150615 4.251479 0.905157 -0.1 -0.3 -0.1
H -4.252864 3.206825 1.817225 0.0 0.1 -0.2
N -1.784741 1.923248 -0.014801 -1.8 1.4 0.2
C -0.541376 -1.686988 1.261084 -0.4 0.2 0.9
C 0.714350 -1.949321 1.841078 -0.2 0.1 -0.3
C 1.549773 -0.866454 2.452281 0.3 0.2 0.3
C 1.173495 -3.263144 1.877532 -0.3 -0.4 -0.2
H 2.163155 -3.457071 2.291586 -0.2 0.0 0.0
C 0.375354 -4.312534 1.417358 0.2 0.1 0.0
H 0.749860 -5.335674 1.454244 -0.1 0.2 0.0
C -0.904380 -4.049869 0.931955 0.1 0.0 0.0
H -1.554960 -4.863899 0.604761 0.2 0.2 0.1
C -1.384495 -2.744097 0.863992 0.4 0.2 0.0
C -2.789523 -2.483748 0.408376 -0.4 -0.1 -0.2
C -1.871068 2.569807 -1.292277 -0.7 0.3 0.7
C -1.376312 3.874289 -1.459747 -0.2 -0.3 0.0
C -0.626771 4.539364 -0.343660 0.1 0.4 0.2
C -1.600884 4.491903 -2.685759 -0.1 -0.3 -0.4
H -1.253167 5.514385 -2.839627 0.0 -0.3 0.0
C -2.261593 3.809703 -3.714968 -0.1 0.0 0.2
H -2.424276 4.305069 -4.668019 0.0 0.0 0.1
C -2.703805 2.496061 -3.541292 0.3 0.0 0.0
H -3.219353 1.968981 -4.347221 0.2 0.2 0.2
C -2.472017 1.837391 -2.333078 0.2 0.6 0.2
C -2.823869 0.397055 -2.081291 -0.5 -0.4 0.0
V -0.486383 0.650220 -0.368603 1.0 -1.7 -1.8
H 2.260709 -0.441682 1.734393 -0.2 0.0 0.2
H 2.130493 -1.276730 3.288971 -0.1 0.0 -0.2
H 0.955675 -0.029051 2.835848 0.1 -0.2 -0.2
H -2.830201 -2.022272 -0.588360 0.0 0.0 0.3
H -3.343419 -1.833481 1.099200 0.2 -0.1 -0.2
H -3.333405 -3.434134 0.349988 0.1 0.2 0.0
H -0.268552 5.523049 -0.671457 0.0 -0.2 0.1
H 0.240426 3.944273 -0.017486 -0.3 0.1 -0.1
H -1.257619 4.701191 0.541172 0.2 -0.1 -0.2
H -3.587045 0.292867 -1.292010 0.3 0.0 -0.2
H -1.937622 -0.225151 -1.766957 -0.7 0.3 -0.4
H -3.237937 -0.058495 -2.989805 0.2 0.0 0.2
H -3.031340 1.669338 3.042419 0.1 -0.1 -0.2
C 0.859956 0.440016 -2.693010 0.8 -1.1 -1.5
Si 1.935184 1.884948 -3.345950 0.1 0.6 0.1
H -0.209811 0.668331 -2.827449 0.3 0.0 0.1
H 1.117179 0.093741 -1.672083 0.2 0.1 -0.4
C 3.663103 1.294851 -3.826938 0.0 -0.2 0.0
C 2.220819 3.329944 -2.172527 0.0 0.0 0.2
C 1.114805 2.709565 -4.835880 -0.1 -0.2 -0.2
H 1.608091 3.674014 -5.031279 0.0 -0.2 0.1
H 0.053952 2.923500 -4.650411 0.2 -0.1 0.0
H 1.192217 2.108231 -5.750483 0.0 0.1 0.2
H 4.288895 1.203975 -2.928674 -0.1 0.0 -0.2
H 4.130878 2.043032 -4.483692 -0.1 -0.1 0.2
H 3.678367 0.332374 -4.350648 0.0 0.3 0.2
H 2.501987 3.009449 -1.161994 -0.1 0.1 -0.2
H 1.326950 3.967576 -2.094935 0.2 -0.2 0.0
H 3.034233 3.961939 -2.563743 -0.2 -0.2 0.0
N 1.939675 2.073491 1.006692 -1.9 -1.0 -1.2
C 1.048101 1.548911 0.431810 3.5 1.9 2.0
```
Positions in Å, forces in eV/Å.

=====

No. 2
The following is a DFT calculation (the ωB97M-V functional and the def2-TZVPD basis) of a 11-piece molecular cluster, C24H74N4O12 overall.

* Kohn-Sham gap: 9.18 eV
* charge: 0
* E_HOMO: -9.182 eV
* ΔE to the lowest compared entry with this formula, charge and spin: 50.6 kcal/mol
* SMILES: COC[C@H](C)N.COC[C@H](C)N.COC[C@H](C)N.COC[C@H](C)N.OCCO.CO.CO.CO.CO.CO.CO
* electronic energy: -2080.382826 Eh
* E_LUMO: -0.0002 Ha

The geometry in XYZ format:
```
114
Properties=species:S:1:pos:R:3:forces:R:3
C -0.423022 7.684790 -1.435828 -0.4 -0.6 0.4
O 0.186348 8.816440 -1.978108 0.7 0.5 -0.1
H 0.137788 7.315950 -0.577028 0.3 0.3 0.0
H -1.415072 7.931950 -1.057888 -0.3 -0.2 -0.1
H -0.464602 6.842830 -2.126838 -0.2 0.0 -0.2
H -0.137282 8.994980 -2.864098 -0.1 -0.1 0.1
C 4.630008 -2.738220 1.942432 -0.2 0.1 -0.5
O 5.435768 -2.679840 0.765962 0.3 0.1 0.1
H 5.223958 -2.405290 2.793602 0.1 -0.2 -0.1
H 3.791668 -2.049370 1.838502 -0.1 0.1 0.0
H 4.213688 -3.730950 2.113462 0.2 -0.1 0.1
H 5.258638 -3.409970 0.168362 -0.2 0.0 0.2
C -0.179452 -5.305810 2.657552 -1.7 0.1 -0.8
O -0.098392 -4.851900 1.261882 0.6 -0.8 1.4
H 0.286298 -6.267100 2.874552 1.1 0.5 -0.6
H 0.014978 -4.531670 3.399842 0.6 -0.1 -0.2
H -1.210652 -5.613640 2.830722 -0.5 0.4 0.0
H -0.210272 -3.898640 1.242692 0.0 0.0 0.2
C -1.880632 2.625220 -6.506088 -0.4 0.1 -0.6
O -2.234282 4.014680 -6.553838 0.6 -0.3 0.4
H -0.827332 2.479110 -6.266618 0.0 0.5 0.2
H -2.476732 2.047050 -5.800058 -0.1 0.1 0.1
H -2.000302 2.195240 -7.500518 -0.2 -0.2 -0.1
H -3.183612 4.135410 -6.477658 0.0 -0.3 0.0
C 4.564668 6.829340 1.862532 0.3 -0.6 -0.2
O 5.744018 6.930880 2.670342 -0.5 0.5 -0.2
H 4.823148 6.547140 0.841912 0.0 -0.1 -0.1
H 3.902258 6.062800 2.264692 -0.2 0.0 0.0
H 4.000828 7.758000 1.774362 0.4 0.2 0.5
H 6.308558 6.188070 2.444242 0.0 0.0 0.0
C -0.322472 1.197550 -0.514188 -0.7 -1.2 0.4
O -1.087702 0.079040 0.001362 0.7 -0.1 -0.1
H -0.009922 1.870360 0.284392 -0.2 0.2 -0.1
H 0.576318 0.726370 -0.912038 -0.1 0.2 -0.2
H -0.892702 1.683080 -1.306138 0.3 0.3 0.0
H -1.998192 0.270280 0.238112 0.1 0.6 -0.1
C 7.331648 0.628890 -4.451518 -0.2 1.4 -0.1
C 7.421988 2.005760 -3.717568 -0.5 0.3 -1.2
C 6.201938 3.017480 -3.842938 0.5 -1.2 -0.2
O 6.120408 3.637840 -5.123668 0.4 -0.4 0.9
C 5.074448 4.576400 -5.241478 0.3 0.1 -1.1
N 7.734788 1.846930 -2.324968 0.3 -0.2 0.7
H 6.698968 -0.064550 -3.897478 -0.5 0.1 -0.4
H 8.289378 0.121620 -4.567878 0.3 0.3 0.3
H 7.030798 0.883880 -5.467668 -0.6 -0.6 -0.1
H 8.274088 2.525450 -4.155678 0.0 0.2 -0.2
H 6.329568 3.725120 -3.023758 0.2 0.4 -0.1
H 5.257708 2.509340 -3.647188 -0.2 -0.4 0.1
H 4.091358 4.139260 -5.416278 -0.1 -0.4 0.4
H 5.311998 5.077480 -6.179868 -0.1 0.4 0.1
H 5.018908 5.307830 -4.435238 0.2 -0.1 0.2
H 8.571658 1.281470 -2.329348 0.4 0.1 0.4
H 7.061488 1.219150 -1.909438 -0.4 0.0 0.3
C -1.728142 -3.613130 -5.252428 0.3 0.3 0.2
C -0.793582 -3.877870 -6.435058 -1.0 -1.1 -0.1
C 0.576708 -4.491120 -6.117838 0.4 0.2 0.8
O 1.334818 -4.823320 -7.300698 -0.7 1.0 0.9
C 2.674248 -5.211490 -7.000048 -1.3 -1.0 -0.2
N -1.514292 -4.761830 -7.417318 1.0 1.5 0.3
H -1.330192 -2.857070 -4.575598 0.2 -0.1 0.2
H -2.003292 -4.492820 -4.670588 0.2 -0.2 0.0
H -2.661522 -3.186810 -5.620048 0.0 -0.1 -0.3
H -0.637922 -2.904710 -6.900708 0.1 -0.1 -0.4
H 0.531368 -5.337430 -5.432428 -0.6 -0.8 -0.4
H 1.106088 -3.823780 -5.437748 0.6 0.8 -0.4
H 3.185048 -5.266500 -7.961378 0.4 0.6 0.3
H 2.619698 -6.242340 -6.650088 0.3 -0.2 0.3
H 3.097608 -4.609820 -6.195788 0.4 0.3 -0.4
H -1.776882 -5.633480 -6.979868 0.1 -0.2 0.2
H -0.708152 -4.937190 -7.999978 -0.4 -0.8 -0.9
C -5.540272 1.545390 4.240612 -0.1 1.2 0.5
C -5.657162 2.688940 3.234122 -0.8 0.1 1.2
C -4.767372 3.961050 3.491272 -0.4 -0.4 1.5
O -5.148722 4.461990 4.802012 -0.6 -1.0 -0.6
C -4.393252 5.523450 5.286082 0.5 0.8 -0.7
N -5.478022 2.149040 1.932652 0.7 1.0 -2.3
H -5.959522 1.906450 5.179752 0.7 0.0 0.4
H -4.481172 1.288660 4.262992 -0.1 -0.3 0.5
H -6.163942 0.673720 4.042282 0.2 0.0 -0.7
H -6.645452 3.144280 3.297792 -0.5 -0.1 0.4
H -4.995672 4.754490 2.779632 -0.1 -0.1 -0.4
H -3.685832 3.825990 3.502932 0.1 -0.5 -0.2
H -3.983802 6.120260 4.471052 0.1 0.1 -0.4
H -3.525562 5.217040 5.870312 -0.1 -0.2 0.3
H -5.019672 6.235730 5.823062 -0.1 -0.4 0.4
H -6.072352 1.394810 1.619592 -0.2 -0.5 1.0
H -5.831502 2.896510 1.352612 0.5 0.2 -0.9
C 1.611738 -4.001120 7.976192 -0.4 0.7 -1.2
C 1.035288 -2.897880 8.857752 0.5 -0.5 -0.5
C 0.386358 -1.768750 8.028422 -0.1 -0.1 2.0
O 1.351328 -1.078990 7.308352 -0.2 0.5 -1.9
C 0.724668 -0.226780 6.314582 1.1 -0.1 0.6
N 0.118718 -3.497880 9.799902 -0.4 0.8 0.6
H 2.040988 -4.868070 8.478422 0.1 0.3 0.2
H 2.286198 -3.582180 7.229412 0.4 -0.1 0.1
H 0.757438 -4.348410 7.395102 -0.1 -0.4 -0.1
H 1.822378 -2.454740 9.467832 0.2 0.3 -0.2
H -0.026762 -1.084190 8.769252 -0.3 0.2 0.3
H -0.475562 -2.087650 7.442352 0.1 -0.5 -0.5
H 1.506298 0.251970 5.724702 0.2 -0.2 0.1
H 0.189308 0.590590 6.797692 -0.4 -0.1 0.1
H 0.091958 -0.785350 5.624812 -0.2 -0.1 0.2
H 0.618418 -4.265930 10.224762 -0.5 -0.2 0.1
H -0.744772 -3.789850 9.364892 0.1 -0.4 0.0
C -7.451812 -4.019610 -1.024498 1.0 -0.8 0.3
C -7.370612 -5.446360 -0.447558 -0.5 0.0 -1.0
O -8.423132 -6.283690 -1.001338 0.1 0.6 0.5
O -8.329492 -3.181180 -0.308128 -0.2 -0.2 -0.2
H -7.673152 -4.071510 -2.090518 -0.3 0.0 -0.1
H -6.458682 -3.575980 -0.953888 0.0 0.1 0.2
H -7.426422 -5.375420 0.638692 0.0 -0.1 0.0
H -6.449362 -5.941610 -0.754368 0.2 0.2 0.1
H -8.999032 -6.566980 -0.287418 0.0 0.0 0.0
H -9.202062 -3.543090 -0.479148 -0.3 0.2 0.1
```
Positions in Å, forces in eV/Å.

=====

No. 3
The following is a DFT calculation (the ωB97M-V functional and the def2-TZVPD basis) of a 2-piece molecular cluster, C4H10NO3 overall.

* Kohn-Sham gap: 5.90 eV
* charge: +1
* E_HOMO: -10.627 eV
* ΔE to the lowest compared entry with this formula, charge and spin: 119.2 kcal/mol
* electronic energy: -438.472378 Eh
* E_LUMO: -0.1736 Ha

The geometry in XYZ format:
```
18
Properties=species:S:1:pos:R:3:forces:R:3
C 2.734502 0.194800 0.324596 -2.3 4.7 2.0
C 2.605988 -1.256460 0.163529 0.4 1.5 -0.5
C -1.630505 1.905322 -0.143741 1.1 1.3 3.2
C -0.390803 -0.316378 0.028395 2.8 2.4 2.5
N -1.657716 0.487324 0.354957 -0.9 0.8 1.1
O 2.644533 1.338110 0.540705 1.3 -5.8 -1.4
O -0.400767 -0.379614 -1.325961 0.8 0.5 -0.4
O -0.396538 -1.510410 0.738536 -2.3 -0.5 -2.2
H 1.551117 -1.497056 0.273793 -0.3 0.0 0.3
H 2.929128 -1.403040 -0.836394 0.0 -0.3 -1.5
H 3.295807 -1.849694 0.710322 0.6 -0.1 1.2
H -0.824030 2.101700 -0.808783 0.5 -0.4 -0.6
H -2.553777 2.184398 -0.542837 -1.4 0.1 -0.9
H -1.484340 2.621364 0.763279 -0.1 -1.4 -1.4
H -2.377488 0.024300 -0.148599 -1.4 -0.7 -1.0
H -2.063096 0.519232 1.329579 1.4 -0.4 -0.9
H -0.852416 -1.120288 -1.694946 -1.2 -1.5 -0.7
H -1.129599 -2.043607 0.273574 1.0 -0.2 1.1
```
Positions in Å, forces in eV/Å.

=====

No. 4
The following is a DFT calculation (the ωB97M-V functional and the def2-TZVPD basis) of one molecule with the formula C5H6O.

* Kohn-Sham gap: 10.74 eV
* charge: 0
* E_HOMO: -10.008 eV
* ΔE to the lowest compared entry with this formula, charge and spin: 32.3 kcal/mol
* SMILES: CC#CC(C)=O
* electronic energy: -269.294769 Eh
* E_LUMO: 0.0270 Ha

The geometry in XYZ format:
```
12
Properties=species:S:1:pos:R:3:forces:R:3
C -2.602005 0.279790 -0.535137 0.0 0.0 0.0
C -1.208345 -0.081997 -0.284527 0.5 -0.1 0.1
C -0.061825 -0.401607 -0.080124 -0.5 0.1 -0.1
C 1.314403 -0.824723 0.174195 0.1 -0.2 0.0
O 1.638310 -1.989718 0.079855 -0.1 0.4 0.0
C 2.284436 0.270817 0.548918 0.1 0.0 0.0
H -2.763227 1.355226 -0.414196 0.1 -0.2 0.0
H -2.892248 -0.001587 -1.552460 0.1 0.0 0.1
H -3.262083 -0.248927 0.159943 0.1 0.1 -0.1
H 2.414941 0.952451 -0.299668 -0.1 -0.1 0.1
H 1.891200 0.859382 1.384348 0.0 -0.1 -0.1
H 3.246448 -0.169109 0.818850 -0.1 0.0 -0.1
```
Positions in Å, forces in eV/Å.

=====

> Which of these has the lowest electronic energy?

C34H57N3O2SiV

=====

> The highest charge belongs to which entry?

C4H10NO3

=====

> What is the formula in the third record?

C4H10NO3

=====

> Among the records above, which one has the highest electronic energy?

C5H6O